# 1
{"formula": "C27H35AsN4O7Zn", "method": "the ωB97M-V functional and the def2-TZVPD basis", "species": ["O", "H", "Zn", "N", "N", "N", "N", "O", "O", "O", "O", "C", "C", "C", "C", "C", "H", "H", "H", "C", "H", "H", "H", "C", "C", "H", "H", "H", "H", "H", "H", "H", "H", "C", "H", "H", "H", "O", "H", "H", "O", "As", "C", "C", "C", "C", "C", "C", "C", "C", "C", "C", "C", "C", "C", "C", "C", "C", "C", "C", "H", "H", "H", "H", "H", "H", "H", "H", "H", "H", "H", "H", "H", "H", "H"], "coordinates": [[-1.118090, 0.923901, -6.784496], [-1.613614, 0.540580, -7.514583], [-0.924809, 0.506964, -1.629520], [-0.819787, 2.254871, -0.555559], [0.403928, 1.542241, -2.662392], [-2.291633, -0.438709, -0.450487], [-1.289299, -1.085086, -2.709313], [-1.432081, 2.414523, 0.551392], [-2.557413, -0.100263, 0.871632], [-0.814294, -1.373008, -3.974925], [0.919146, 1.013656, -3.693080], [0.864499, 2.673402, -2.108206], [0.213773, 3.047063, -0.884091], [-2.422247, -1.736430, -0.758481], [-1.842191, -2.098833, -2.042734], [0.590869, 4.176006, -0.005623], [0.868807, 3.827807, 1.010567], [-0.279729, 4.856175, 0.093745], [1.446467, 4.724457, -0.440588], [1.985080, 3.381367, -2.781381], [1.691926, 3.619615, -3.818924], [2.861008, 2.709795, -2.824536], [2.228592, 4.302450, -2.229630], [-3.090996, -2.742660, 0.096272], [-1.912021, -3.478822, -2.579505], [-3.730319, -2.231668, 0.827414], [-2.367243, -3.373577, 0.643713], [-3.701216, -3.407991, -0.542791], [-1.133204, -3.631162, -3.341452], [-2.903195, -3.649639, -3.039127], [-1.796139, -4.214976, -1.763460], [-2.258609, 0.853818, 0.914145], [-0.362472, -0.520651, -4.243555], [-2.029797, 1.391510, -5.810170], [-1.450218, 2.022058, -5.148674], [-2.376995, 0.555847, -5.205699], [-2.879864, 1.942331, -6.243638], [-3.063140, 1.646605, -1.987121], [-3.275659, 0.909460, -1.371036], [-2.667813, 2.298055, -1.358108], [0.734890, -0.283182, -0.538856], [0.655481, -0.402369, 1.154513], [0.662213, 1.270632, 2.185904], [-0.425812, 1.625680, 2.988719], [-0.317384, 2.690645, 3.887721], [0.880832, 3.406037, 3.982419], [1.977119, 3.051669, 3.184085], [1.859067, 1.978334, 2.287270], [-0.252156, -2.010841, 1.774375], [-1.186366, -1.894676, 2.807914], [-1.689069, -3.049416, 3.417655], [-1.238430, -4.303708, 3.004958], [-0.286741, -4.420029, 1.981964], [0.207855, -3.260924, 1.366948], [2.470450, -0.926345, 1.493371], [2.683617, -1.141753, 2.854744], [3.962657, -1.457812, 3.287459], [4.993561, -1.559507, 2.346026], [4.760359, -1.346168, 0.975633], [3.470591, -1.018275, 0.533471], [-1.342183, 1.048295, 2.939271], [-1.175624, 2.949176, 4.505374], [0.965924, 4.248222, 4.675635], [2.920797, 3.586438, 3.250429], [2.709058, 1.668079, 1.678449], [-1.483044, -0.911117, 3.148402], [-2.419468, -2.944385, 4.219586], [-1.618323, -5.205878, 3.491576], [0.092929, -5.389994, 1.674896], [0.987690, -3.316085, 0.603683], [1.845513, -1.036323, 3.547265], [4.120711, -1.613247, 4.355137], [5.992776, -1.808466, 2.693746], [5.569864, -1.432057, 0.255934], [3.240640, -0.841756, -0.521644]], "forces_ev_per_angstrom": [[0.07, -0.06, -0.55], [0.06, -0.02, 0.09], [1.40, 1.76, 0.19], [3.28, 1.12, -1.93], [0.33, 2.00, 1.59], [-0.40, -3.78, 1.20], [-0.89, -3.56, -0.24], [-2.11, 0.18, 2.69], [-0.23, -0.39, -0.72], [-0.37, 0.68, 0.99], [0.52, -0.46, -1.72], [-0.27, -2.08, -2.05], [-2.46, -1.62, 1.07], [0.15, 3.19, 1.34], [1.19, 2.15, -2.58], [0.22, 0.63, 0.20], [-0.31, 0.29, -0.64], [0.48, -0.24, 0.09], [-0.48, -0.14, 0.36], [0.12, 0.17, 0.14], [0.25, -0.05, 0.34], [-0.20, 0.36, -0.09], [0.12, -0.31, -0.43], [-0.33, -0.35, 0.28], [-0.09, -0.53, -0.09], [0.19, -0.22, -0.20], [-0.26, 0.28, -0.26], [0.22, 0.29, 0.36], [-0.36, 0.06, 0.31], [0.40, 0.01, 0.09], [0.00, 0.31, -0.39], [0.14, 0.74, -0.39], [0.28, -0.30, 0.38], [0.07, -0.07, 0.13], [-0.04, 0.33, 0.11], [-0.41, -0.08, 0.09], [0.26, -0.12, 0.19], [-0.20, -0.07, 0.86], [-0.24, 0.83, -0.77], [-0.36, -0.34, -0.65], [-1.18, -0.17, 1.11], [1.99, 0.14, -2.37], [-0.69, -0.42, 0.85], [0.36, 0.16, 0.20], [0.16, -0.15, -0.29], [0.13, -0.08, -0.20], [-0.59, -0.40, -0.17], [0.17, -0.15, 0.05], [-0.47, 0.66, 0.99], [0.18, -0.62, -0.03], [0.14, 0.25, -0.17], [0.05, -0.12, -0.10], [-0.12, 0.69, 0.01], [0.15, -0.13, -0.04], [-0.49, -0.02, 0.72], [0.68, -0.11, -0.37], [-0.13, -0.01, 0.01], [-0.07, 0.05, -0.24], [-0.34, -0.01, 0.52], [0.15, -0.12, 0.25], [0.04, 0.30, 0.01], [0.23, 0.01, -0.12], [-0.05, -0.35, -0.22], [-0.20, -0.04, 0.00], [-0.14, 0.19, 0.18], [-0.13, -0.24, 0.02], [0.19, -0.15, -0.18], [0.12, 0.31, -0.16], [-0.11, 0.11, 0.07], [-0.24, -0.08, 0.17], [0.33, -0.08, 0.00], [0.25, -0.02, -0.32], [-0.11, 0.04, -0.13], [-0.07, 0.01, 0.17], [0.04, -0.01, 0.40]], "mulliken_charge": [-0.517, 0.280, -1.313, 0.949, 1.539, 0.406, 0.907, -0.882, -0.492, -0.548, -0.966, 0.032, 0.357, 0.529, 0.580, -1.135, 0.003, 0.293, 0.339, -1.581, 0.295, 0.261, 0.396, -1.654, -1.741, 0.320, 0.118, 0.572, 0.443, 0.338, 0.398, 0.422, 0.466, -0.263, 0.060, 0.141, 0.377, -0.678, 0.382, 0.413, -0.800, 1.860, 1.296, 0.021, -1.007, -0.497, -0.772, -0.634, 0.805, 0.284, -0.752, -0.533, -0.880, -0.643, -0.397, -0.504, -0.673, -0.488, -0.598, -0.146, 0.051, 0.415, 0.380, 0.401, 0.357, 0.052, 0.450, 0.360, 0.442, 0.395, 0.306, 0.407, 0.378, 0.435, 0.388], "fmax_ev_per_a": 3.98, "lumo_ev": [-0.899, -0.899]}

# 2
{"formula": "C2H2NO3", "method": "the ωB97M-V functional and the def2-TZVPD basis", "species": ["O", "C", "O", "N", "C", "O", "H", "H"], "coordinates": [[-1.893565, 0.998368, 0.264017], [-1.617754, -0.188487, 0.034281], [-2.189981, -1.247155, 0.281488], [-0.270780, -0.203713, -0.758875], [0.735283, 0.040410, 0.049585], [2.187506, 0.333792, -0.058457], [0.543781, 0.080350, 1.150176], [2.505507, 0.186437, -0.962213]], "forces_ev_per_angstrom": [[-0.46, -0.24, 0.16], [0.38, 1.08, -0.06], [0.57, -0.12, -0.34], [4.30, 0.39, 2.01], [-2.19, -0.51, -0.12], [-2.57, -0.80, -0.87], [0.39, 0.17, -0.80], [-0.41, 0.02, 0.04]], "nbo_charge": [-0.763, 0.865, -0.743, -0.554, 0.354, -0.750, 0.125, 0.466], "smiles": "O=C([O-])/N=C/O", "fmax_ev_per_a": 4.76, "lumo_ev": 3.691, "relative_energy_ev": 1.960, "charge": -1}